# C15H26N3O3

A cluster of 3 separate species, C15H26N3O3 in total in a non-equilibrium geometry (the ωB97M-V functional and the def2-TZVPD basis, the Open Molecules 2025 dataset).

Computed properties:
Total energy in hartree: -976.8785
F_max in eV/A: 1.409
HOMO level in eV: -11.3
LUMO level in eV: -3.79
Energy relative to the best compared isomer or geometry (same formula, charge and spin) in kcal per mole: 0.0
Net charge: +1

Structure (XYZ):
```
47
Properties=species:S:1:pos:R:3:forces:R:3
C 4.235 -2.836 0.061 0.061 -0.265 0.282
H 2.532 -2.296 4.037 -0.025 0.019 0.201
H -1.790 4.780 -2.057 0.004 0.017 0.039
C 2.143 -1.015 0.013 -0.446 -0.744 0.454
H 3.397 0.139 -1.263 0.005 -0.016 -0.043
C 3.310 -0.778 -0.696 -0.020 0.009 0.041
C 0.994 -1.759 2.951 0.620 -0.124 -0.102
C 4.367 -1.692 -0.659 0.074 0.149 -0.273
H -0.019 -2.206 1.060 -0.054 0.035 0.067
H 1.625 -0.877 2.814 -0.304 0.240 -0.039
H 2.991 -3.892 1.309 0.093 -0.070 -0.043
H -0.055 1.116 -1.431 -1.193 -0.158 0.735
H -4.765 -2.443 1.119 -0.044 0.012 -0.023
H 5.286 -1.528 -1.200 -0.023 0.103 -0.048
H -0.285 5.721 -2.149 0.013 0.008 -0.023
C 0.224 5.111 -4.554 -0.059 0.010 0.153
C -4.687 -1.449 1.562 0.075 -0.061 0.103
O -1.574 2.306 -3.225 0.137 -0.049 0.121
H 0.305 4.614 -5.518 -0.012 -0.018 -0.003
H -4.929 -0.707 0.805 0.016 0.014 -0.004
H 0.837 -3.578 1.818 -0.160 -0.032 0.000
H -0.746 2.788 -5.018 0.003 0.009 0.003
H 0.020 -1.431 3.295 -0.042 -0.136 0.104
H 0.771 0.506 0.904 0.789 0.696 -0.172
H -3.563 -2.852 3.341 -0.017 0.000 -0.009
O -1.437 0.021 1.986 0.028 -0.259 0.057
H 5.003 -3.590 0.136 -0.014 -0.049 0.007
H -3.070 0.386 0.834 0.008 -0.002 -0.005
C 2.062 -2.196 0.754 -0.222 -0.161 0.161
H 0.017 -0.698 -1.738 1.029 0.184 -0.711
C 0.876 -2.511 1.600 0.110 0.154 0.084
H -2.554 -1.537 3.980 0.001 -0.036 0.028
C -2.574 -0.224 1.604 -0.032 0.233 -0.056
N -3.341 -1.224 2.060 -0.030 -0.071 -0.045
O 1.634 -2.609 3.901 -0.105 -0.043 -0.171
H 1.228 5.321 -4.181 0.016 0.022 -0.050
C -2.814 -2.107 3.088 0.062 0.163 -0.032
C 1.033 -0.038 -0.001 -0.384 0.106 -0.527
N 3.095 -3.053 0.750 -0.121 0.205 -0.031
H -1.915 -2.610 2.730 -0.023 -0.068 0.027
C -0.962 3.052 -3.970 -0.086 -0.022 -0.090
H -5.408 -1.369 2.376 -0.039 0.007 -0.030
C -0.721 4.733 -2.265 -0.066 -0.111 -0.059
H -0.304 6.056 -4.690 0.029 0.014 -0.049
C 0.290 0.141 -1.104 0.259 -0.004 -0.042
H -0.268 4.049 -1.546 -0.004 0.032 0.036
N -0.494 4.262 -3.622 0.092 0.058 -0.021
```
Forces are in eV/Å.

natural (NBO) atomic charge list, values in e, 6 entries:
1. C 0.06
2. H 0.47
3. H 0.22
4. C -0.07
5. H 0.25
6. C -0.07


# C15H26N6O2

The molecule C15H26N6O2 in a non-equilibrium geometry (the ωB97M-V functional and the def2-TZVPD basis, the Open Molecules 2025 dataset).

Computed properties:
Total energy in hartree: -1066.0679
SMILES string: CC[C@H](C)Cn1c(=O)[nH]c(=O)c2c1nnn2CCN(CC)CC
F_max in eV/A: 5.482
HOMO level in eV: -8.2
LUMO level in eV: 0.19
Energy relative to the best compared isomer or geometry (same formula, charge and spin) in kcal per mole: 63.4
Net charge: 0

Structure (XYZ):
```
49
Properties=species:S:1:pos:R:3:forces:R:3
H -1.031 -1.568 3.222 -1.130 0.546 0.345
H -3.338 -0.160 5.334 0.375 -1.181 -0.673
H -2.484 -1.846 4.303 0.317 -0.139 -0.621
H -2.015 0.872 4.781 -0.607 -0.527 -0.088
C 3.521 1.848 -0.649 -0.400 -0.388 2.410
H 5.294 0.900 -3.809 -0.018 0.369 -0.025
C -2.090 -1.025 -1.599 0.699 -0.502 -3.577
N 0.425 -1.361 -0.888 1.776 -1.793 -1.823
H -3.712 2.285 3.748 -0.121 0.414 -1.124
N -3.168 -0.283 -1.292 4.177 -0.485 2.918
H 5.499 -0.745 -4.402 0.001 0.287 -0.149
H 5.026 -0.583 -1.799 -0.248 0.217 0.114
H 2.035 -0.797 -3.901 0.400 -1.460 -1.773
H 4.044 -1.705 -2.737 0.090 -0.013 0.078
H -2.536 -2.098 2.554 -0.279 -1.441 -0.747
H 0.234 -2.122 -2.727 -0.881 0.087 -1.271
H 1.697 -2.720 -2.191 0.222 0.147 1.161
N 1.127 -1.165 0.258 -2.939 1.269 -1.808
O -2.192 -1.646 -2.641 1.121 -1.239 -0.303
C -2.802 -0.134 3.073 -1.440 -2.353 1.485
H -4.284 1.952 5.286 0.642 -0.257 0.102
H 2.706 1.714 0.125 0.853 -0.689 -0.764
H 3.681 2.903 -0.497 0.364 0.652 -0.644
C 4.275 -0.649 -2.590 -0.254 0.996 -2.108
C -2.144 0.796 2.131 1.260 0.723 0.691
H 2.050 1.835 -2.005 -0.471 0.187 -0.902
C -0.881 -0.301 0.345 -1.437 2.133 4.841
C 1.094 -1.813 -2.197 0.619 1.280 1.191
C 4.788 -0.041 -3.952 0.494 -1.818 0.585
H -4.981 0.965 4.127 1.068 0.793 -0.688
H 0.981 0.054 -3.077 0.125 1.136 0.595
C -2.156 -1.478 3.317 1.675 -0.666 -0.273
C 1.827 -0.597 -2.896 -0.438 0.570 1.142
O -4.261 0.814 0.158 -0.986 0.780 2.415
C 3.069 1.487 -2.033 0.308 -0.066 -0.395
C -3.215 0.245 -0.024 -1.381 2.003 -0.531
H 4.441 1.356 -0.312 -0.249 -0.095 -0.061
N 3.035 0.048 -2.357 -1.654 0.131 2.075
H -2.701 1.719 2.077 0.199 0.532 0.244
H -1.063 0.902 2.425 -1.059 0.470 -0.155
N -2.103 0.287 0.803 1.444 -1.507 -1.568
C -2.995 0.409 4.471 1.991 1.862 0.345
H 3.707 2.136 -2.714 -0.895 -1.008 0.073
C -0.875 -0.852 -0.805 1.802 -2.597 -3.887
N 0.303 -0.483 1.011 -0.166 0.335 1.198
H -3.808 -0.363 2.618 0.633 0.327 0.590
H -3.967 -0.490 -1.805 -1.785 -0.029 -0.694
H 3.920 0.050 -4.615 0.335 0.152 0.050
C -3.978 1.449 4.347 -4.153 1.857 2.001
```
Forces are in eV/Å.

natural (NBO) atomic charge list, values in e, 6 entries:
1. H 0.22
2. H 0.22
3. H 0.22
4. H 0.19
5. C -0.62
6. H 0.21


# C15H26NRh

A structure of composition C15H26NRh in a non-equilibrium geometry (the ωB97M-V functional and the def2-TZVPD basis, the Open Molecules 2025 dataset).

Computed properties:
Total energy in hartree: -751.6419
F_max in eV/A: 14.199
HOMO level (spin up / spin down) in eV: -15.6 / -16.4
LUMO level (spin up / spin down) in eV: -6.09 / -11.25
Energy relative to the best compared isomer or geometry (same formula, charge and spin) in kcal per mole: 0.0
2S+1: 5
Net charge: +2

Structure (XYZ):
```
43
Properties=species:S:1:pos:R:3:forces:R:3
H -1.585 2.655 1.936 -0.240 0.081 0.124
C 1.692 -3.828 -1.785 -0.094 0.133 -0.038
H -2.438 1.116 -3.764 -0.151 0.143 -0.153
H -1.234 -0.117 -3.394 0.023 -0.010 -0.297
H -1.300 3.362 -1.875 -0.146 0.119 -0.045
H 3.820 1.655 2.413 -0.162 0.142 -0.242
H 4.152 2.469 0.850 -0.175 -0.032 0.180
H 1.790 -3.158 -2.643 0.032 -0.113 -0.067
H 1.413 -4.247 1.234 0.162 -0.018 -0.140
C 1.663 -2.951 -0.525 0.390 0.424 -0.011
C -2.388 1.910 1.904 0.404 -0.288 -0.112
H 0.641 -2.563 -0.430 -0.182 0.163 0.119
C -2.488 -1.233 1.479 0.289 0.062 -0.004
C -2.247 -0.498 -0.979 -2.223 -1.358 -0.847
H 2.552 -4.491 -1.807 0.033 -0.128 0.061
H -2.842 3.825 -1.134 -0.139 -0.029 -0.011
H -1.882 -2.075 1.159 0.035 -0.264 0.322
H -3.106 -2.315 -1.724 0.006 0.131 -0.052
C -2.404 1.227 0.575 -3.215 0.723 0.912
H 2.031 -2.650 1.563 0.013 0.234 0.243
H -2.201 1.161 2.677 -0.076 0.320 0.038
H 3.139 3.283 2.089 0.075 -0.301 -0.159
C -2.128 -1.869 -1.525 0.129 -0.284 -0.056
C -2.429 -0.207 0.412 -3.042 -0.282 0.854
C 2.228 1.716 1.056 -1.792 -1.031 -1.026
C -2.096 0.741 -1.686 -1.990 0.795 -1.298
H -2.089 -0.814 2.397 -0.029 -0.256 0.250
H -1.384 3.700 -0.149 -0.097 0.154 0.052
H 3.125 -3.861 0.927 -0.495 0.144 -0.363
H -3.496 -1.603 1.665 -0.146 0.116 -0.070
Rh -0.681 0.530 -0.273 14.025 -0.523 2.151
H -1.536 -1.864 -2.438 -0.094 -0.244 -0.023
H -3.342 2.394 2.121 -0.005 0.086 -0.097
H -0.829 1.579 -3.167 -0.052 0.161 -0.253
C -1.630 0.846 -3.093 0.122 -0.078 0.110
H 2.288 -2.074 -0.761 -0.086 -0.123 0.190
H -1.628 -2.494 -0.783 -0.029 -0.183 -0.258
N 1.292 1.231 0.564 0.797 0.435 0.441
C 2.092 -3.473 0.861 -0.068 -0.476 -0.323
H 0.780 -4.407 -1.969 0.204 -0.081 0.355
C -1.923 3.257 -0.986 0.438 -0.272 0.047
C -2.199 1.816 -0.714 -2.870 1.534 -0.800
C 3.402 2.314 1.637 0.421 0.276 0.295
```
Forces are in eV/Å.

natural (NBO) atomic charge list, values in e, 6 entries:
1. H 0.25
2. C -0.61
3. H 0.29
4. H 0.25
5. H 0.25
6. H 0.31


# C15H26O11P

A cluster of 4 separate species, C15H26O11P in total in a non-equilibrium geometry (the ωB97M-V functional and the def2-TZVPD basis, the Open Molecules 2025 dataset).

Computed properties:
Total energy in hartree: -1755.9235
F_max in eV/A: 2.352
HOMO level in eV: -12.1
LUMO level in eV: -3.14
Energy relative to the best compared isomer or geometry (same formula, charge and spin) in kcal per mole: 9.3
Net charge: +1

Structure (XYZ):
```
53
Properties=species:S:1:pos:R:3:forces:R:3
C 2.006 -2.545 3.748 0.102 0.080 0.172
H -3.588 3.839 -6.871 -0.010 -0.052 0.043
H 2.764 3.138 -2.474 0.033 -0.154 -0.309
P 1.571 4.637 -0.484 -0.473 -0.689 0.114
O 0.972 2.297 -2.771 0.521 -0.257 -0.552
H -1.831 3.891 -6.658 -0.066 -0.084 -0.044
H -2.817 5.183 -6.004 -0.126 -0.023 0.049
H 0.497 4.878 0.385 0.137 0.219 -0.209
O -0.806 -4.331 2.250 -0.030 0.023 -0.200
O -1.860 3.731 -1.671 0.335 0.015 0.090
O 2.757 -3.534 3.213 -0.042 0.200 0.093
H -0.002 -1.713 -0.414 0.044 -0.013 0.139
C -2.470 3.632 -2.695 -0.165 0.024 -0.091
C 2.154 2.365 -2.002 0.516 1.421 0.557
H 3.370 -3.581 6.992 0.066 -0.058 -0.095
C 1.891 2.835 -0.546 0.216 -0.007 -0.788
H -2.786 2.275 -5.060 -0.023 -0.010 0.111
C 2.130 -4.148 5.325 0.234 -0.271 0.588
O -1.407 -3.904 0.137 0.003 -0.144 0.318
C 3.220 -4.346 4.303 0.040 -0.289 -0.162
H -5.010 2.969 -4.415 0.019 -0.074 0.221
H 2.961 -5.308 6.937 -0.033 -0.016 -0.060
C -1.471 -2.654 0.842 0.103 0.483 -0.207
O -3.790 3.377 -2.771 0.267 0.120 0.024
H 1.276 5.160 -1.754 -0.058 -0.075 0.245
O 1.724 -2.793 5.046 0.010 0.000 -0.399
H -0.327 0.836 -3.435 0.091 0.575 -0.349
H 0.468 -2.782 1.805 0.022 0.055 -0.265
C -0.998 -1.513 -0.023 -0.094 -0.302 -0.297
H 1.761 -4.108 7.441 -0.016 -0.107 -0.023
C 2.585 -4.301 6.755 -0.150 0.378 0.171
C -2.919 3.346 -4.886 -0.149 0.280 -0.656
H 3.330 -5.383 3.994 -0.077 0.080 -0.201
C 0.291 1.148 -2.586 -1.099 0.497 -1.481
H -0.850 -2.349 2.905 -0.002 -0.176 0.092
H 2.796 2.661 0.035 -0.111 -0.093 0.255
H -4.519 4.663 -4.207 0.093 0.011 -0.070
C -2.788 4.107 -6.182 0.416 0.170 0.062
O 0.301 0.520 -1.599 0.604 -1.112 1.983
C -1.140 -4.877 1.050 0.003 -0.101 -0.041
H -1.655 -1.382 -0.883 -0.051 0.045 0.075
O 1.634 -1.585 3.145 0.300 0.203 0.193
O -1.924 3.764 -3.927 -0.077 -0.163 0.379
C -4.191 3.624 -4.128 -0.270 -0.176 -0.025
C -0.581 -2.929 2.026 -0.457 -0.180 0.121
H 1.044 2.271 -0.163 0.006 0.182 0.347
H -0.976 -0.582 0.543 -0.014 -0.032 0.046
H 4.189 -3.963 4.630 -0.058 0.027 0.104
H 2.758 1.462 -2.010 -0.389 -0.320 0.075
H 1.276 -4.802 5.126 0.008 0.044 -0.119
O -1.188 -6.042 0.830 -0.008 0.025 0.007
H 2.679 5.345 0.004 -0.155 -0.097 -0.087
H -2.509 -2.494 1.151 0.016 -0.081 0.058
```
Forces are in eV/Å.

natural (NBO) atomic charge list, values in e, 6 entries:
1. C 0.98
2. H 0.23
3. H 0.19
4. P 0.79
5. O -0.51
6. H 0.23